No. 1
Here is 5 unconnected molecules or ions with the total composition C20H55N5O5 in a non-equilibrium geometry from the Open Molecules 2025 dataset. Energies are from the ωB97M-V functional and the def2-TZVPD basis.

Results
E_LUMO   0.52 eV
DFT total energy   -1444.84845 Ha
Energy above the lowest of the compared OMol25 structures with the same formula, charge and spin   29.3 kcal/mol
Structure (SMILES)   COC[C@H](C)N.COC[C@H](C)N.COC[C@H](C)N.COC[C@H](C)N.COC[C@H](C)N
Kohn-Sham gap   9.5496 eV

Last column: Löwdin charge in e.
CARTESIAN COORDINATES (ANGSTROEM)
C -2.432359 5.116406 -5.392125  -0.10
O -1.521816 4.116021 -4.939394  -0.19
C -0.467486 4.694552 -4.184708  -0.22
C 0.487145 3.594260 -3.755856  -0.43
C -0.182407 2.486928 -2.935358  -0.06
N 1.556074 4.272495 -3.003130  0.02
H -2.624084 5.932357 -4.695083  0.09
H -3.341864 4.569012 -5.636925  0.09
H -2.067039 5.568846 -6.320749  0.08
H 0.114061 5.376734 -4.816424  0.13
H -0.858470 5.198062 -3.290473  0.13
H 0.971430 3.161628 -4.631871  0.14
H -0.600012 2.849055 -1.993562  0.06
H 0.519173 1.681187 -2.715921  0.07
H -1.009626 2.039808 -3.491400  0.08
H 2.238423 3.597249 -2.668956  0.07
H 1.227113 4.707565 -2.145882  0.07
C 1.325265 -1.203704 0.891699  -0.10
O 0.232329 -1.305685 -0.003576  -0.20
C -0.334560 -0.046962 -0.335196  -0.20
C -1.304908 0.436973 0.780897  -0.42
C -2.282752 -0.723078 1.045238  -0.05
N -2.039995 1.595914 0.251107  0.03
H 1.024024 -0.990230 1.919331  0.09
H 2.101614 -0.512531 0.553498  0.08
H 1.753086 -2.206380 0.876420  0.08
H 0.494856 0.648185 -0.516294  0.11
H -0.907377 -0.188358 -1.251181  0.13
H -0.816009 0.690777 1.726408  0.13
H -2.890352 -0.319100 1.869967  0.08
H -1.763104 -1.519059 1.574546  0.04
H -2.854547 -1.051749 0.187028  0.08
H -2.545184 1.953891 1.061206  0.08
H -1.380301 2.327534 0.000382  0.06
C 2.384979 -4.755740 2.361695  -0.14
O 1.405346 -4.013234 3.020518  -0.19
C 0.117484 -4.519696 2.728086  -0.21
C -0.766153 -4.294709 3.940167  -0.40
C -0.902406 -2.779618 4.325283  -0.05
N -0.177197 -5.044625 5.083053  0.03
H 2.299823 -4.685847 1.265326  0.09
H 2.477216 -5.811933 2.632645  0.09
H 3.402204 -4.365100 2.487780  0.08
H -0.280598 -4.015011 1.836575  0.13
H 0.087183 -5.583852 2.473177  0.12
H -1.813757 -4.586622 3.839310  0.13
H -1.483426 -2.291325 3.540370  0.05
H 0.047204 -2.324454 4.589377  0.08
H -1.569848 -2.814747 5.188697  0.07
H 0.757823 -4.646980 5.177309  0.07
H -0.670499 -4.735471 5.913966  0.06
C 5.188442 -1.801829 0.866065  -0.14
O 6.405391 -1.623483 0.229019  -0.17
C 7.503387 -1.447457 1.089347  -0.22
C 8.808337 -1.813526 0.372906  -0.44
C 8.839683 -3.239387 -0.188242  -0.06
N 9.970907 -1.644873 1.248460  0.03
H 4.406709 -1.692297 0.105781  0.08
H 4.909073 -0.964854 1.534747  0.09
H 5.066734 -2.720381 1.454319  0.08
H 7.599814 -0.455765 1.543492  0.12
H 7.419994 -2.167511 1.920155  0.12
H 8.888648 -1.176003 -0.514345  0.14
H 8.241701 -3.870072 0.480278  0.08
H 9.845866 -3.652328 -0.218355  0.07
H 8.469542 -3.300397 -1.210124  0.07
H 9.899412 -2.307330 2.014090  0.07
H 9.989423 -0.702705 1.627086  0.07
C -9.267346 2.595534 -0.807387  -0.10
O -8.167187 2.640443 0.084693  -0.19
C -7.001839 3.206591 -0.438571  -0.24
C -6.226777 2.293083 -1.382456  -0.43
C -5.833099 0.959071 -0.742778  -0.07
N -5.027620 2.984479 -1.870388  0.04
H -9.065447 3.295514 -1.624202  0.09
H -10.177856 2.714931 -0.225277  0.09
H -9.367167 1.622866 -1.313035  0.08
H -7.164092 4.174681 -0.933818  0.12
H -6.376859 3.507540 0.408429  0.13
H -6.845165 2.055209 -2.251573  0.13
H -5.059169 1.021434 0.032534  0.06
H -5.371295 0.293574 -1.473266  0.08
H -6.662956 0.493774 -0.202847  0.07
H -4.250024 2.777820 -1.251397  0.05
H -4.724924 2.664016 -2.780332  0.07

Forces on the atoms, in the same order (eV/Å):
C 0.1 -0.7 -0.8
O -0.2 0.9 0.5
C 0.2 -0.8 -0.6
C 0.2 0.1 1.2
C -0.3 -0.2 -0.6
N 0.5 -0.1 0.2
H 0.0 -0.2 0.4
H -0.2 0.3 0.1
H 0.1 0.0 0.0
H -0.2 0.3 0.2
H 0.0 0.2 -0.1
H -0.2 0.0 -0.1
H 0.1 0.2 0.0
H 0.1 0.1 0.0
H 0.0 0.0 0.0
H 0.0 0.0 -0.3
H -0.4 0.0 -0.2
C -0.1 -1.0 -0.2
O 0.2 0.5 -0.1
C 0.2 -0.1 1.1
C 0.0 -1.0 -1.7
C 0.4 1.3 1.9
N -0.1 0.0 0.7
H -0.1 0.2 0.0
H -0.2 0.3 -0.1
H 0.2 0.0 0.3
H -0.2 0.2 -0.1
H -0.1 0.1 0.0
H 0.4 -0.2 -0.1
H -0.7 -0.2 -0.5
H 0.2 -0.3 -0.6
H 0.0 0.0 -0.1
H -0.2 0.3 -0.4
H 0.0 0.0 0.0
C 1.5 0.0 -1.3
O 0.2 -0.6 0.2
C -1.2 0.1 -0.3
C 0.4 1.3 1.3
C -0.7 -1.4 -0.3
N -0.1 0.4 -0.6
H -0.5 -0.2 0.1
H -0.6 0.0 0.2
H -0.4 0.4 0.7
H 0.0 0.2 0.1
H 0.5 -0.1 0.2
H 0.3 -0.6 -0.6
H 0.5 0.4 0.0
H 0.0 0.2 -0.2
H 0.2 0.4 0.2
H 0.0 -0.3 0.1
H 0.0 -0.2 0.1
C -1.5 1.1 0.3
O 0.6 0.2 -0.2
C 0.5 -1.3 0.3
C 0.3 0.0 -0.8
C -0.5 -0.2 0.5
N -0.3 0.3 -0.2
H 0.2 -0.7 -0.1
H 0.6 -0.1 0.2
H 0.3 -0.1 -0.3
H -0.3 0.2 -0.3
H -0.1 0.1 0.1
H 0.3 0.4 0.3
H 0.0 -0.2 -0.3
H 0.2 0.3 0.2
H -0.4 0.0 0.2
H 0.1 0.1 0.1
H 0.1 -0.2 0.1
C 0.7 -0.7 -0.4
O -0.4 -0.1 0.3
C 0.7 0.6 0.0
C 0.8 -0.7 0.0
C 0.0 -0.3 0.7
N 0.1 0.4 0.1
H -0.7 0.4 0.2
H 0.0 0.6 -0.2
H 0.2 -0.1 0.2
H -0.4 -0.2 -0.3
H 0.1 -0.4 0.1
H -0.2 0.2 0.0
H 0.0 0.7 -0.1
H -0.4 -0.1 -0.2
H -0.1 -0.2 -0.5
H 0.0 0.1 0.0
H -0.2 -0.1 -0.1

No. 2
Here is a molecular structure, C5H9NS2 in a non-equilibrium geometry from the Open Molecules 2025 dataset. Energies are from the ωB97M-V functional and the def2-TZVPD basis.

Results
E_LUMO   -0.35 eV
DFT total energy   -1046.86815 Ha
Energy above the lowest of the compared OMol25 structures with the same formula, charge and spin   113.1 kcal/mol
Kohn-Sham gap   8.6189 eV

Last column: natural (NBO) charge in e.
CARTESIAN COORDINATES (ANGSTROEM)
C -0.980174 -0.874182 -0.037808  -0.32
C -0.054538 -0.892526 1.330245  -0.43
C 1.286637 -1.109227 0.592801  -0.07
C 0.225724 -0.710469 -1.029210  -0.11
C 1.271879 0.122519 -0.358591  -0.30
H -1.413661 1.466815 0.028172  0.14
H -1.354315 -1.857336 -0.131810  0.23
H 0.045439 0.268627 1.594021  0.22
H -0.562371 -1.554039 2.089133  0.24
H 2.178922 -1.509923 1.313063  0.21
H 1.912016 -1.993191 -0.888460  0.36
H 0.199663 -0.384403 -2.175342  0.24
H 2.076083 0.350190 -1.023005  0.23
H 2.564907 2.430146 -0.242607  0.16
N 1.015376 -1.875666 -0.502654  -0.61
S -2.377707 0.351032 -0.120159  -0.04
S 0.924489 1.942474 0.118333  -0.14

Forces on the atoms, in the same order (eV/Å):
C 1.3 1.6 0.8
C -1.6 2.9 -1.3
C 2.0 1.2 5.9
C -0.4 0.8 -2.3
C 0.0 2.7 1.5
H -2.0 -1.7 -0.3
H -0.7 -0.9 -0.4
H -0.8 -2.7 0.6
H 1.3 0.7 -0.7
H -1.9 1.3 -1.8
H 1.0 -0.4 -1.8
H -0.8 -1.6 2.3
H 0.8 -0.9 -0.2
H -3.9 -1.0 0.9
N -1.4 -3.3 -2.7
S 2.9 1.1 0.3
S 4.1 0.2 -0.9

No. 3
Here is a single C4H8O molecule from the Open Molecules 2025 dataset. Energies are from the ωB97M-V functional and the def2-TZVPD basis.

Results
E_LUMO   0.96 eV
DFT total energy   -232.33409 Ha
Energy above the lowest of the compared OMol25 structures with the same formula, charge and spin   70.0 kcal/mol
Kohn-Sham gap   9.2413 eV

Last column: natural (NBO) charge in e.
CARTESIAN COORDINATES (ANGSTROEM)
C 0.564018 -0.900824 0.883619  -0.62
C -0.591884 1.263493 0.393666  0.28
O 0.521938 1.854776 -0.030953  -0.68
C -1.041949 0.411590 -0.749351  -0.57
C 0.016497 -0.713255 -0.575776  -0.39
H -0.213508 -1.279382 1.555927  0.21
H 1.011736 -0.051738 1.417319  0.21
H 1.358689 -1.637629 0.795827  0.21
H 0.945664 2.238760 0.748878  0.49
H -2.069944 0.056219 -0.622959  0.21
H -0.957868 0.937442 -1.711378  0.22
H -0.391578 -1.690127 -0.849863  0.21
H 0.848190 -0.489324 -1.254956  0.21

Forces on the atoms, in the same order (eV/Å):
C 0.1 -0.4 -0.2
C -0.2 0.7 -0.4
O -0.2 0.2 0.3
C 0.0 0.1 0.3
C 0.3 -0.2 0.3
H 0.1 -0.1 -0.2
H -0.2 -0.2 -0.6
H 0.0 -0.3 0.2
H -0.1 0.3 -0.2
H 0.3 0.1 0.1
H 0.1 -0.3 0.1
H 0.0 0.2 -0.2
H -0.1 -0.1 0.3

No. 4
Here is 2 unconnected molecules or ions with the total composition C2H6N2O3 in a non-equilibrium geometry from the Open Molecules 2025 dataset. Energies are from the ωB97M-V functional and the def2-TZVPD basis.

Results
E_LUMO   0.30 eV
DFT total energy   -414.99010 Ha
Energy above the lowest of the compared OMol25 structures with the same formula, charge and spin   66.2 kcal/mol
Structure (SMILES)   [H]/N=N/C.O=C(O)O
Kohn-Sham gap   9.7591 eV

Last column: natural (NBO) charge in e.
CARTESIAN COORDINATES (ANGSTROEM)
H -0.973821 -1.796007 0.543166  0.34
N -0.649852 -0.844317 0.764732  -0.37
N -1.095497 -0.682539 1.948375  -0.14
C -0.954898 0.497443 2.720048  -0.48
H -1.903657 1.171695 2.443485  0.23
H -0.104374 1.093267 2.343267  0.20
H -1.068212 0.367922 3.782612  0.23
O 0.524453 -1.396075 -2.526272  -0.61
C 1.108728 -0.360900 -2.515103  0.97
O 1.106111 0.554273 -1.550046  -0.71
O 1.887033 0.046539 -3.473249  -0.67
H 0.307065 0.347676 -0.995769  0.52
H 1.816921 1.001022 -3.485247  0.49

Forces on the atoms, in the same order (eV/Å):
H 0.3 0.2 -0.3
N -0.9 1.3 3.0
N -0.2 -2.5 -1.6
C -1.4 3.1 -2.6
H 1.8 -1.4 0.5
H 0.0 0.0 0.7
H 0.5 -0.5 0.2
O -0.4 -0.7 0.3
C -0.3 -0.4 0.6
O -1.7 0.3 1.3
O 1.0 0.2 -2.0
H 1.0 0.1 0.1
H 0.5 0.5 0.0

No. 5
Here is a single C4H7NS molecule in a non-equilibrium geometry from the Open Molecules 2025 dataset. Energies are from the ωB97M-V functional and the def2-TZVPD basis.

Results
E_LUMO   0.10 eV
DFT total energy   -609.50460 Ha
Energy above the lowest of the compared OMol25 structures with the same formula, charge and spin   33.8 kcal/mol
Structure (SMILES)   C=CC(=S)NC
Kohn-Sham gap   8.4618 eV

Last column: natural (NBO) charge in e.
CARTESIAN COORDINATES (ANGSTROEM)
C 1.459522 0.069316 1.732727  -0.28
C 0.426915 -0.117165 0.925664  -0.33
C 0.062384 1.005730 0.057243  0.09
S 0.311556 2.621528 0.300955  -0.14
N -0.519477 0.515786 -1.117773  -0.59
C -1.090837 -0.807194 -1.213817  -0.43
H 2.095319 1.043684 1.692211  0.23
H 1.887691 -0.753901 2.349993  0.20
H -0.066465 -1.020784 0.832780  0.22
H -0.634928 1.086819 -1.956575  0.41
H -1.801465 -1.033279 -0.351784  0.19
H -0.370931 -1.636735 -1.196534  0.20
H -1.759283 -0.973806 -2.055088  0.22

Forces on the atoms, in the same order (eV/Å):
C 2.3 0.4 0.6
C 1.3 2.4 1.0
C -1.2 -0.3 -2.5
S 0.1 -0.6 -0.1
N 0.1 0.4 0.2
C -1.2 -1.4 1.4
H -1.6 -1.8 0.2
H -0.6 0.7 -0.5
H -0.8 -1.5 0.1
H 0.1 0.2 1.0
H 0.9 0.5 -0.8
H 0.1 0.3 -0.2
H 0.4 0.6 -0.4

No. 6
Here is a molecular structure, C6H5BrMnNO2 in a non-equilibrium geometry from the Open Molecules 2025 dataset. Energies are from the ωB97M-V functional and the def2-TZVPD basis.

Results
E_LUMO (alpha / beta)   -8.08 / -8.08 eV
DFT total energy   -4161.47059 Ha
Net charge   +1
Energy above the lowest of the compared OMol25 structures with the same formula, charge and spin   6.5 kcal/mol
Kohn-Sham gap (alpha / beta)   3.9789 / 3.9841 eV
Multiplicity   6

Last column: Mulliken spin population.
CARTESIAN COORDINATES (ANGSTROEM)
Mn 2.931593 -0.903827 -6.146938  4.95
Br 2.363162 0.373892 -4.090841  0.05
C 1.425293 0.662813 0.732817  0.00
C 0.657343 0.718674 1.905667  0.00
C -0.612953 0.212978 1.890431  0.00
C -1.182476 -0.293301 0.723592  0.00
C -0.425897 -0.398701 -0.424941  0.00
C 0.886515 0.060199 -0.392429  -0.01
N -2.596569 -0.633617 0.700355  0.00
O -3.183453 -0.704957 1.768646  0.00
O -3.094191 -0.893009 -0.387468  0.00
H 2.456562 0.989280 0.730507  0.00
H 1.001965 1.207734 2.805489  0.00
H -1.198217 0.385383 2.786379  0.00
H -0.905825 -0.810431 -1.302135  0.00
H 1.477145 0.026896 -1.299130  0.00

Forces on the atoms, in the same order (eV/Å):
Mn -0.5 1.2 1.9
Br 0.5 -1.2 -2.0
C -0.2 -0.6 0.6
C 0.7 0.1 -0.8
C -1.2 0.5 0.4
C 0.9 0.5 0.4
C -0.2 0.0 0.1
C 0.0 0.2 -0.4
N -0.7 -1.0 0.1
O 0.3 0.3 -0.6
O 0.2 0.3 0.5
H -0.1 0.2 -0.1
H 0.2 -0.1 0.0
H -0.3 -0.4 -0.2
H 0.2 0.1 -0.1
H 0.0 -0.2 0.0

Q: What is the energy above the lowest of the compared OMol25 structures with the same formula, charge and spin in the fifth record?
A: 33.8 kcal/mol

Q: Which of these has the lowest DFT total energy?
A: C6H5BrMnNO2

Q: energy above the lowest of the compared OMol25 structures with the same formula, charge and spin of number 4 (C2H6N2O3)?
A: 66.2 kcal/mol

Q: Which formula does entry 6 have?
A: C6H5BrMnNO2